# 1
Computed, not measured: a cluster of 2 separate species, C3H6N2O in total at a distorted geometry, with ωB97M-V/def2-TZVPD.

Output
Total charge: 0
Maximum force: 0.06366 Eh/bohr
Frontier orbital gap: 11.3 eV
LUMO: 0.708 eV
Structure (SMILES): [H]/N=C\N=C=O.C
Total energy: -8234.684 eV
Energy above the lowest of the compared OMol25 structures with the same formula, charge and spin: 46.5 kcal per mole
HOMO: -10.59 eV

Last column: natural (NBO) charge in e.
CARTESIAN COORDINATES (ANGSTROEM)
H -0.77422 2.51010 -1.36163  0.344
N -1.61139 2.44278 -0.78245  -0.602
C -1.63450 1.44410 -0.03020  0.276
N -0.63382 0.47781 0.08866  -0.661
C -0.59489 -0.54488 0.78478  0.943
O -0.75139 -1.44606 1.50100  -0.463
H -2.49018 1.31873 0.62859  0.161
C 1.67294 -1.25703 -0.13777  -0.909
H 1.12238 -0.28696 -0.45586  0.249
H 1.14379 -2.16205 -0.41102  0.218
H 1.96330 -1.26779 0.90593  0.218
H 2.58798 -1.22876 -0.73005  0.225

# 2
Computed, not measured: a structure of composition C17H20N3O3S4SeSiV at a distorted geometry, with ωB97M-V/def2-TZVPD.

Output
Total charge: -2
Maximum force: 0.05000 Eh/bohr
Frontier orbital gap (spin up / spin down): 6.5 / 6.6 eV
LUMO (spin up / spin down): 4.369 / 4.370 eV
Multiplicity: 3
Total energy: -170826.014 eV
Energy above the lowest of the compared OMol25 structures with the same formula, charge and spin: 21.2 kcal per mole
HOMO (spin up / spin down): -2.16 / -2.24 eV

Last column: Mulliken spin population.
CARTESIAN COORDINATES (ANGSTROEM)
V 0.29244 0.92081 0.18096  2.055
S 1.42325 0.21903 1.98555  -0.075
C 0.88136 1.33750 3.20882  0.028
C 1.07923 0.98355 4.56603  0.005
N 1.23312 0.68390 5.66958  0.011
C 0.32625 2.54031 2.85564  0.003
S 0.13355 2.99531 1.20403  -0.059
C -0.05864 3.49247 3.83822  0.006
N -0.37713 4.28413 4.61366  0.004
C -1.46501 1.21626 -3.44900  -0.002
S -3.03702 1.90332 -2.86450  0.000
C -2.37363 3.14181 -1.72247  -0.019
H -0.78548 1.13923 -2.60122  0.001
H -1.03598 1.86274 -4.21392  0.000
H -1.65242 0.22488 -3.85838  0.000
H -1.80306 3.89144 -2.26901  0.000
H -1.73432 2.65271 -0.98516  0.003
H -3.21632 3.60265 -1.21202  0.000
O -2.34477 -4.56125 5.43639  0.000
C -2.49413 -4.60574 4.08077  0.000
O -2.71495 -5.67470 3.57034  -0.001
C -2.36711 -3.32793 3.36096  -0.006
C -2.14843 -3.35359 1.98025  0.004
C -1.99250 -2.19178 1.25533  -0.008
C -2.06360 -0.93610 1.88029  0.001
S -1.94909 0.58209 1.04340  -0.015
C -2.29623 -0.91214 3.26559  0.003
C -2.43737 -2.07729 3.98631  0.003
H -2.07586 -3.67292 5.69384  0.000
H -2.09775 -4.31699 1.48867  0.000
H -1.81781 -2.23935 0.19257  0.002
H -2.34905 0.04874 3.76008  0.001
H -2.64688 -1.99486 5.04969  0.000
O -0.63053 -2.38409 -2.30484  0.030
C -0.27497 -1.49809 -1.58809  0.064
N 0.05235 -0.60974 -0.87313  -0.039
C 4.63421 -0.04229 -2.21234  0.000
Si 3.03457 0.69619 -2.92424  0.021
C 2.07219 -0.71512 -3.73368  0.001
C 3.57755 1.88911 -4.30752  -0.001
Se 1.94205 1.96164 -1.41536  -0.022
H 5.30112 -0.36063 -3.01998  0.000
H 4.42683 -0.90615 -1.57787  0.000
H 5.15412 0.70291 -1.60754  0.001
H 2.67431 -1.19353 -4.51240  0.000
H 1.14584 -0.35103 -4.18228  0.000
H 1.80234 -1.47245 -2.99978  0.000
H 4.35026 1.45534 -4.94993  0.000
H 3.97486 2.79744 -3.84948  0.000
H 2.72825 2.17226 -4.93286  0.000

# 3
Computed, not measured: a cluster of 2 separate species, C5H11NS in total, with ωB97M-V/def2-TZVPD.

Output
Total charge: -1
Maximum force: 0.01249 Eh/bohr
Frontier orbital gap (spin up / spin down): 6.3 / 6.2 eV
LUMO (spin up / spin down): 4.065 / 3.978 eV
Multiplicity: 2
Total energy: -17686.970 eV
Energy above the lowest of the compared OMol25 structures with the same formula, charge and spin: 0.0 kcal per mole
HOMO (spin up / spin down): -2.24 / -2.26 eV

Last column: Mulliken spin population.
CARTESIAN COORDINATES (ANGSTROEM)
C 2.37187 -0.76629 0.27683  0.001
C 1.99499 -0.04501 1.57041  0.002
S 0.20607 0.15895 1.78233  0.010
H 2.02925 -0.17065 -0.57456  -0.001
H 1.88803 -1.74077 0.19986  -0.001
H 3.46358 -0.86021 0.18089  0.001
H 2.44208 0.95772 1.53407  0.000
H 2.50843 -0.53421 2.40861  0.000
C -1.31953 0.89106 -0.94295  -0.061
C -0.54849 0.83145 -2.04396  0.186
C -2.85880 -0.24823 0.57178  0.777
N -2.21583 -0.10306 -0.63017  0.109
H -1.30115 1.71544 -0.24842  -0.003
H -0.67808 0.02095 -2.75223  0.000
H 0.32367 1.46276 -2.13496  -0.006
H -3.39024 -1.16699 0.74966  0.032
H -2.60892 0.44260 1.35764  -0.030
H -2.30694 -0.84553 -1.30482  -0.015

# 4
Computed, not measured: a structure of composition CH3N4 at a distorted geometry, with ωB97M-V/def2-TZVPD.

Output
Total charge: +1
Maximum force: 0.15760 Eh/bohr
Frontier orbital gap (spin up / spin down): 8.8 / 8.8 eV
LUMO (spin up / spin down): -7.766 / -7.766 eV
Total energy: -7030.514 eV
Energy above the lowest of the compared OMol25 structures with the same formula, charge and spin: 186.3 kcal per mole
HOMO (spin up / spin down): -16.58 / -16.58 eV

Last column: natural (NBO) charge in e.
CARTESIAN COORDINATES (ANGSTROEM)
C 0.44589 -0.16997 -0.53541  0.655
N 1.31989 -0.98980 0.12515  -0.099
N 1.54443 0.11632 0.66360  0.274
N 0.97245 1.05273 -0.24076  -0.415
N -1.31360 -0.42283 0.12107  -0.712
H 0.33330 1.83502 -0.09060  0.465
H -1.25553 -1.41018 0.39253  0.414
H -2.04684 -0.01129 -0.43557  0.418

# 5
Computed, not measured: a structure of composition C9H13BeO4P at a distorted geometry, with ωB97M-V/def2-TZVPD.

Output
Total charge: +2
Maximum force: 0.17044 Eh/bohr
Frontier orbital gap: 5.2 eV
LUMO: -10.193 eV
Total energy: -27403.963 eV
HOMO: -15.39 eV

Last column: natural (NBO) charge in e.
CARTESIAN COORDINATES (ANGSTROEM)
Be 0.02373 -0.13286 0.05040  1.350
C 0.17377 1.73728 0.62586  0.416
O 0.39023 2.64234 1.28620  -0.268
C 0.63436 -0.86792 1.53779  0.346
O 1.05483 -1.12135 2.57755  -0.247
C 1.58819 -0.19185 -0.55871  0.316
O 2.66631 0.02924 -0.91749  -0.281
C -1.53786 -0.33704 0.64187  0.316
O -2.58887 -0.19407 1.11129  -0.283
C -0.85998 -4.43848 -2.53348  -0.414
H -1.92778 -4.23437 -2.67091  0.199
H -0.18656 -4.15879 -3.35133  0.198
C -0.39730 -5.02088 -1.41162  -0.387
H 0.66882 -5.23511 -1.27843  0.206
H -1.07370 -5.30864 -0.59920  0.207
C -1.47330 -0.73673 -3.61850  -0.907
P -0.86030 0.18131 -2.15721  0.768
C 0.31515 1.24292 -3.03764  -0.950
C -2.28812 1.27886 -1.95908  -0.950
H -0.70991 -1.39138 -4.05105  0.271
H -1.77063 -0.01109 -4.38510  0.268
H -2.34403 -1.35900 -3.38837  0.270
H -0.11344 1.68062 -3.95369  0.288
H 0.69425 2.05364 -2.40430  0.239
H 1.13471 0.57059 -3.31214  0.252
H -2.60444 1.73553 -2.91118  0.289
H -3.08676 0.62525 -1.59189  0.252
H -2.09485 2.07759 -1.23264  0.237

# 6
Computed, not measured: the molecule C5H6O at a distorted geometry, with ωB97M-V/def2-TZVPD.

Output
Total charge: 0
Maximum force: 0.03270 Eh/bohr
Frontier orbital gap: 10.0 eV
LUMO: 0.575 eV
Structure (SMILES): O=C1C=CCC1
Total energy: -7328.606 eV
Energy above the lowest of the compared OMol25 structures with the same formula, charge and spin: 15.6 kcal per mole
HOMO: -9.44 eV

Last column: natural (NBO) charge in e.
CARTESIAN COORDINATES (ANGSTROEM)
O -0.90989 -1.95414 1.43011  -0.539
C -0.50146 -1.11826 0.65829  0.565
C -0.55451 -1.07398 -0.80181  -0.343
C -0.11004 0.13245 -1.15573  -0.055
C 0.65539 0.97736 -0.21497  -0.468
C 0.16762 0.32959 1.07855  -0.507
H -0.96609 -1.81196 -1.48424  0.236
H -0.38309 0.57240 -2.07486  0.197
H 0.42966 2.04138 -0.37843  0.221
H 1.73679 0.86909 -0.39799  0.233
H 0.96335 0.02822 1.74320  0.224
H -0.52773 1.00787 1.59787  0.234

# 7
Computed, not measured: the molecule C3H4FN at a distorted geometry, with ωB97M-V/def2-TZVPD.

Output
Total charge: 0
Maximum force: 0.06229 Eh/bohr
Frontier orbital gap: 12.6 eV
LUMO: 0.619 eV
Structure (SMILES): C[C@@H](F)C#N
Total energy: -7382.033 eV
Energy above the lowest of the compared OMol25 structures with the same formula, charge and spin: 11.6 kcal per mole
HOMO: -12.02 eV

Last column: natural (NBO) charge in e.
CARTESIAN COORDINATES (ANGSTROEM)
C 0.09919 -0.22352 -0.28633  -0.639
C -1.00126 0.66506 0.35133  0.152
F -1.10674 1.99573 -0.04126  -0.339
C -2.31091 -0.12392 -0.06887  0.223
N -3.17222 -0.87650 -0.15192  -0.300
H -0.15557 -0.14567 -1.38737  0.227
H -0.09611 -1.26674 0.10038  0.239
H 1.11318 -0.00765 -0.02833  0.227
H -0.66337 0.66664 1.45745  0.212

# 8
Computed, not measured: the molecule C2H2N2O2S2, with ωB97M-V/def2-TZVPD.

Output
Total charge: 0
Maximum force: 0.01108 Eh/bohr
Frontier orbital gap: 8.4 eV
LUMO: -0.733 eV
Structure (SMILES): O=c1o[nH]n(S)c1=S
Total energy: -30848.949 eV
Energy above the lowest of the compared OMol25 structures with the same formula, charge and spin: 67.8 kcal per mole
HOMO: -9.17 eV

Last column: natural (NBO) charge in e.
CARTESIAN COORDINATES (ANGSTROEM)
O 2.73700 0.32962 -0.25197  -0.486
C 1.60147 0.00619 -0.20641  0.708
O 1.19070 -1.30314 -0.22602  -0.344
N -0.21891 -1.40497 -0.20276  -0.119
N -0.66631 -0.04883 -0.10201  -0.421
S -2.31911 0.22100 -0.33290  0.261
C 0.34462 0.85535 -0.16090  -0.087
S 0.27075 2.46973 -0.16719  0.011
H -0.38041 -1.80598 0.71976  0.348
H -2.55980 0.68104 0.93041  0.129

Repeat the fourth record exactly.
Computed, not measured: a structure of composition CH3N4 at a distorted geometry, with ωB97M-V/def2-TZVPD.

Output
Total charge: +1
Maximum force: 0.15760 Eh/bohr
Frontier orbital gap (spin up / spin down): 8.8 / 8.8 eV
LUMO (spin up / spin down): -7.766 / -7.766 eV
Total energy: -7030.514 eV
Energy above the lowest of the compared OMol25 structures with the same formula, charge and spin: 186.3 kcal per mole
HOMO (spin up / spin down): -16.58 / -16.58 eV

Last column: natural (NBO) charge in e.
CARTESIAN COORDINATES (ANGSTROEM)
C 0.44589 -0.16997 -0.53541  0.655
N 1.31989 -0.98980 0.12515  -0.099
N 1.54443 0.11632 0.66360  0.274
N 0.97245 1.05273 -0.24076  -0.415
N -1.31360 -0.42283 0.12107  -0.712
H 0.33330 1.83502 -0.09060  0.465
H -1.25553 -1.41018 0.39253  0.414
H -2.04684 -0.01129 -0.43557  0.418

> Which of these has the highest total charge?

C9H13BeO4P

> Among the records above, which one has the highest total energy?

CH3N4